Below is C36H46B2BaF4N9O8 as an isolated structure, with properties calculated with ωB97M-V/def2-TZVPD.

Geometry as XYZ:
```
106
Properties=species:S:1:pos:R:3:mulliken_charge:R:1
Ba -0.15792 0.13223 -0.06651 -0.05
C 4.69843 -2.92221 -0.62212 -1.53
C 3.40328 -2.21115 -0.35743 0.68
N 3.51638 -1.05550 0.17453 -1.41
O 2.34111 -0.37612 0.42236 0.81
B 2.63708 0.60517 1.51488 0.77
F 3.66890 1.46796 1.12640 -0.28
F 2.90834 -0.01598 2.71106 -0.28
O 1.34760 1.36010 1.57214 0.92
N 1.03428 2.04190 2.75500 -1.21
C 0.51861 1.33730 3.68798 0.76
C 0.19198 2.08403 4.94432 -1.67
C 0.25090 -0.13027 3.68511 0.04
N -0.20846 -0.66252 2.62277 0.75
O -0.50274 -1.99299 2.77319 -0.79
B -0.38492 -2.73008 1.52506 1.03
F -0.93077 -3.97323 1.65499 -0.27
F -1.15670 -1.99468 0.48312 -0.11
O 0.99923 -2.65719 1.07058 -0.25
N 1.07000 -3.10909 -0.21593 -0.29
C 2.15605 -2.87926 -0.84920 0.47
C 2.20775 -3.41573 -2.25568 -1.44
C 0.51042 -0.92915 4.92785 -1.55
H 5.51017 -2.37364 -0.15179 0.42
H 4.89650 -3.00492 -1.69289 0.30
H 4.66240 -3.93247 -0.21053 0.36
H 0.23199 3.15327 4.74950 0.40
H 0.91210 1.85010 5.72927 0.34
H -0.79924 1.81003 5.30800 0.37
H 1.22733 -3.80487 -2.52621 0.19
H 2.93575 -4.22434 -2.34168 0.46
H 2.49844 -2.63367 -2.96347 0.34
H 1.00706 -0.34478 5.69784 0.46
H 1.13685 -1.77890 4.65829 0.30
H -0.42182 -1.33744 5.32031 0.34
C -2.04559 4.64812 -3.71142 -0.62
O -3.32143 5.15408 -3.33633 -0.50
C -3.47172 5.96384 -2.26464 0.97
C -4.58653 6.80368 -2.31353 -0.56
C -4.88119 7.65923 -1.27307 -0.50
C -4.06722 7.70329 -0.14223 -0.85
C -2.97612 6.86530 -0.07603 -0.19
C -2.66755 5.99279 -1.12313 -0.73
N -1.56571 5.09502 -0.95150 0.74
C -1.68574 3.82225 -0.50236 -0.66
N -2.93680 3.40323 -0.34056 0.35
C -3.53395 2.21035 0.16111 -0.97
C -2.95449 1.01627 0.49581 1.60
C -3.58720 -0.11584 0.94788 -0.93
C -4.96361 -0.03430 1.06221 -1.05
C -5.63065 1.14717 0.73791 -0.60
C -4.92927 2.25854 0.29481 0.69
O -5.48210 3.45410 -0.04961 -0.45
C -6.89885 3.57697 0.02916 -1.03
N -0.60238 3.03472 -0.38980 1.05
C 0.58217 3.57682 -0.11170 -1.17
C 0.74465 4.64914 0.81547 0.60
C 1.96952 5.17274 1.05323 -0.96
C 3.11956 4.66915 0.37034 -0.78
C 3.02993 3.62416 -0.50705 -0.54
C 1.78775 3.03059 -0.73916 1.27
O 1.60392 1.99228 -1.53015 0.20
C 2.77233 1.34857 -2.09353 -1.00
H -2.15235 4.33520 -4.74617 0.37
H -1.75226 3.78716 -3.10941 0.12
H -1.28120 5.42572 -3.65178 0.31
H -5.20140 6.76521 -3.20260 0.47
H -5.74615 8.30525 -1.34427 0.42
H -4.28955 8.37654 0.67345 0.43
H -2.33696 6.85958 0.79883 0.45
H -0.62910 5.43229 -1.10614 0.36
H -3.63732 4.10955 -0.53680 -0.01
H -3.05550 -1.02118 1.20662 0.56
H -5.52464 -0.89182 1.40660 0.48
H -6.70547 1.18993 0.83714 0.47
H -7.13001 4.58562 -0.29845 0.26
H -7.24398 3.43702 1.05463 0.38
H -7.38432 2.85512 -0.62916 0.40
H -0.12116 4.99040 1.36396 0.61
H 2.08471 5.95992 1.78572 0.45
H 4.09127 5.09671 0.57536 0.45
H 3.92253 3.22362 -0.95667 0.46
H 2.40320 0.44001 -2.55806 -0.20
H 3.47924 1.09539 -1.30572 0.67
H 3.22258 1.99550 -2.84555 0.40
C 0.52127 0.55305 -4.68592 -1.00
N -0.08765 -0.76102 -4.65687 0.39
C 0.03925 -1.55066 -5.87526 -0.58
C -1.04922 -2.59669 -5.94348 -0.77
C -1.05109 -3.38237 -4.65051 -0.51
N -1.17261 -2.47777 -3.51490 0.30
C -1.80385 -2.99241 -2.30172 -1.04
C -0.61753 -1.24845 -3.50213 -0.27
O -0.61090 -0.55911 -2.44938 -0.25
H 0.04755 1.16584 -5.45593 0.46
H 1.58756 0.47887 -4.91932 0.34
H 0.39267 1.03323 -3.72193 -0.01
H 1.02779 -2.02244 -5.91292 0.31
H -0.02733 -0.86876 -6.72424 0.35
H -0.88223 -3.25784 -6.79282 0.38
H -2.01926 -2.11243 -6.07505 0.31
H -0.13860 -3.98329 -4.56559 0.25
H -1.89532 -4.06929 -4.61935 0.39
H -2.55150 -3.72847 -2.59344 0.40
H -2.29552 -2.18580 -1.77042 0.16
H -1.08698 -3.45173 -1.61890 0.35
```

Calculated values
Total charge: +1
Highest occupied orbital energy (alpha / beta), hartree: -0.399 / -0.399
Gap between HOMO and LUMO (alpha / beta), eV: 5.54 / 6.98
Energy relative to the best compared isomer or geometry (same formula, charge and spin), eV: 4.850
Total energy, eV: -80785.8025